# 1
ORCA calculation (wB97M-V/def2-TZVPD) on 11 unconnected molecules or ions with the total composition C31H89N7O16.

Computed properties:
Frontier orbital gap: 8.214 eV
Net charge: 0
E: -76771.051 eV
Relative energy (zero: lowest compared OMol25 entry of this formula, charge and spin): 110.1 kcal per mole
Structure (SMILES): COCCNCCOC.COCCNCCOC.COCCNCCOC.COCCNCCOC.COCCNCCOC.NC(N)=O.O.O.O.O.O
Lowest unoccupied orbital energy: 0.2217 eV

```
143
Properties=species:S:1:pos:R:3:lowdin_charge:R:1
C 6.87380 1.44650 1.74903 -0.130
O 6.65911 0.06424 1.78103 -0.220
C 5.99859 -0.45973 0.59713 -0.155
C 4.50362 -0.59918 0.98618 -0.209
N 4.41147 -1.52022 2.11293 -0.039
C 3.06812 -1.44426 2.72012 -0.185
C 3.07100 -2.13910 4.08956 -0.259
O 3.95772 -1.49207 4.95438 -0.191
C 3.77746 -1.83763 6.40513 -0.041
H 5.87044 1.86732 1.83600 0.083
H 7.43382 1.82059 0.89046 0.082
H 7.45093 1.77904 2.61216 0.083
H 6.44703 -1.43408 0.40557 0.117
H 6.24716 0.26001 -0.18330 0.104
H 3.80583 -0.93742 0.21837 0.096
H 4.06398 0.38772 1.15455 0.099
H 4.96147 -1.20395 2.90106 0.090
H 2.37403 -1.98466 2.07645 0.097
H 2.87684 -0.37119 2.77674 0.102
H 3.40556 -3.17106 3.96624 0.118
H 2.01821 -2.16557 4.37860 0.110
H 2.71649 -2.06870 6.51523 0.069
H 4.14271 -1.07900 7.09409 0.082
H 4.14567 -2.83538 6.64989 0.076
C 1.75557 -1.55816 -9.55553 -0.097
O 1.41462 -1.30631 -8.18310 -0.190
C 0.08900 -0.75289 -8.13944 -0.234
C -0.31098 -0.68173 -6.68331 -0.234
N 0.53621 0.14564 -5.83085 -0.043
C 0.50211 -0.30302 -4.42732 -0.214
C 1.50934 -1.40289 -4.04486 -0.144
O 2.76385 -0.71625 -4.22480 -0.203
C 3.97102 -1.04384 -3.61218 -0.112
H 2.83541 -1.40639 -9.56504 0.085
H 1.20651 -0.98932 -10.30446 0.087
H 1.68160 -2.63690 -9.70260 0.083
H -0.58519 -1.45203 -8.63667 0.120
H -0.05373 0.24319 -8.56254 0.122
H -0.18906 -1.73174 -6.40226 0.106
H -1.36348 -0.48378 -6.47732 0.117
H 1.47424 0.07068 -6.20105 0.094
H -0.51188 -0.55458 -4.11436 0.095
H 0.66806 0.64619 -3.91729 0.083
H 1.38786 -2.29029 -4.66620 0.122
H 1.32594 -1.54014 -2.97850 0.102
H 4.28015 -2.06762 -3.83279 0.085
H 3.86680 -0.92948 -2.53167 0.078
H 4.85008 -0.47954 -3.92432 0.081
C -2.80740 6.83745 6.78927 -0.082
O -2.56100 6.62190 5.38831 -0.172
C -1.67870 7.58667 4.88029 -0.280
C -0.96309 7.16254 3.60481 -0.213
N -0.67320 5.72636 3.58015 -0.062
C 0.48791 5.44143 4.43102 -0.183
C 0.95761 3.94133 4.38459 -0.238
O 1.15089 3.68612 3.04646 -0.180
C 1.46638 2.35474 2.77353 -0.102
H -3.84045 6.57412 7.01270 0.088
H -2.72274 7.91122 6.96451 0.077
H -2.08332 6.39861 7.47639 0.087
H -0.94981 8.00150 5.58071 0.110
H -2.13956 8.55117 4.65097 0.117
H -0.20649 7.87753 3.28084 0.121
H -1.68348 7.34662 2.80475 0.106
H -1.51532 5.28242 3.91992 0.098
H 0.26834 5.79875 5.43852 0.110
H 1.26810 6.00039 3.91326 0.117
H 0.14748 3.30912 4.75609 0.119
H 1.75533 3.91341 5.12927 0.121
H 2.23186 1.88973 3.39721 0.086
H 1.60671 2.18190 1.70839 0.064
H 0.58546 1.80823 3.12058 0.081
C -2.62751 -2.31820 -2.62142 -0.131
O -1.35299 -2.80352 -2.63814 -0.227
C -1.16174 -4.12131 -3.08306 -0.205
C -1.71620 -5.30779 -2.23210 -0.198
N -1.10515 -5.37799 -0.90283 -0.048
C -1.23115 -4.13160 -0.09902 -0.163
C -0.94864 -4.32812 1.42934 -0.142
O 0.46372 -4.68367 1.47737 -0.236
C 0.80356 -4.97020 2.80276 -0.125
H -2.68267 -1.33601 -2.15250 0.072
H -3.34699 -2.88394 -2.02526 0.080
H -2.98200 -2.33561 -3.65423 0.099
H -0.10361 -4.22334 -3.33059 0.123
H -1.41871 -4.27692 -4.13468 0.117
H -1.47067 -6.23206 -2.75721 0.113
H -2.79905 -5.32426 -2.37906 0.105
H -1.73355 -5.97306 -0.37732 0.097
H -2.29662 -3.95466 -0.25990 0.105
H -0.56480 -3.41572 -0.57567 0.090
H -1.47602 -5.16486 1.89246 0.112
H -1.08927 -3.51105 2.13805 0.119
H 1.88317 -4.99089 2.64933 0.099
H 0.47411 -5.98739 3.02382 0.089
H 0.44229 -4.31277 3.59431 0.088
C -6.34016 -4.49450 1.52076 -0.099
O -6.69347 -3.25617 2.12201 -0.180
C -7.48168 -2.46296 1.30333 -0.254
C -6.75296 -1.68364 0.17777 -0.166
N -5.51174 -0.98720 0.69041 -0.044
C -4.96095 0.04729 -0.17650 -0.219
C -3.59873 0.55039 0.30334 -0.218
O -3.64776 1.41787 1.46177 -0.164
C -2.31143 1.81913 1.81858 -0.106
H -5.60599 -4.51953 0.71307 0.075
H -7.25361 -4.91154 1.09377 0.085
H -5.85588 -5.05756 2.31812 0.091
H -8.06460 -1.83741 1.98071 0.123
H -8.20142 -3.15204 0.85570 0.108
H -7.35012 -1.04924 -0.47801 0.112
H -6.38908 -2.50760 -0.43949 0.094
H -5.71955 -0.74587 1.64921 0.108
H -5.59191 0.91300 -0.39437 0.113
H -4.86950 -0.32570 -1.19804 0.107
H -2.97227 1.05645 -0.43282 0.096
H -3.02475 -0.35675 0.50532 0.113
H -2.21385 2.90543 1.80921 0.085
H -1.44761 1.41852 1.28601 0.062
H -1.99486 1.56663 2.83252 0.074
C 0.45475 0.50125 -0.62594 -0.699
O 0.95968 -0.10876 0.30940 0.024
N 0.51720 1.86099 -0.79210 0.187
N -0.35388 0.01427 -1.47655 0.207
H 0.14695 2.19499 -1.67083 0.044
H 1.09888 2.49804 -0.27102 0.082
H -1.10697 0.51084 -1.93081 0.063
H -0.31857 -0.99549 -1.50083 0.101
O 1.97181 4.99150 -1.64828 -0.036
H 2.83289 5.36990 -1.83568 0.055
H 1.72276 5.36559 -0.80091 0.060
O 4.31947 2.96450 -1.35648 -0.050
H 3.37515 2.86143 -1.22485 0.000
H 4.48815 2.56504 -2.21161 0.034
O 1.78322 -2.79165 -0.28372 -0.063
H 1.49998 -3.47985 0.32400 0.002
H 1.31204 -2.00523 0.00222 -0.025
O 0.33430 3.12409 -3.26720 -0.056
H 0.57252 3.31651 -4.17606 0.070
H 0.93649 3.65564 -2.74059 0.006
O -2.17791 1.62163 -3.04321 -0.047
H -2.69493 1.94906 -3.78077 0.060
H -1.26623 1.76932 -3.30663 -0.009
```


# 2
ORCA calculation (wB97M-V/def2-TZVPD) on C21H25N3O4S in the gas phase.

Computed properties:
Frontier orbital gap: 9.180 eV
Net charge: 0
E: -45679.297 eV
Relative energy (zero: lowest compared OMol25 entry of this formula, charge and spin): 21.9 kcal per mole
Structure (SMILES): Cc1ccc(N2C[C@@H](C(=O)Nc3ccc(C)c(S(=O)(=O)N(C)C)c3)CC2=O)cc1
Lowest unoccupied orbital energy: 0.5272 eV

```
54
Properties=species:S:1:pos:R:3:nbo_charge:R:1
C -2.08259 -5.02145 0.38027 -0.626
C -2.43249 -3.57892 0.18215 -0.020
C -3.25890 -2.90992 1.07449 -0.204
C -3.59125 -1.58117 0.88371 -0.228
C -3.09919 -0.89259 -0.21925 0.115
C -2.26931 -1.55379 -1.12094 -0.164
C -1.94689 -2.88013 -0.91755 -0.209
H -1.29329 -3.37529 -1.61947 0.219
H -1.88606 -1.03492 -1.98450 0.232
N -3.39180 0.47431 -0.39163 -0.463
C -3.49855 1.12404 -1.59000 0.681
O -3.43688 0.62224 -2.68489 -0.584
C -3.69881 2.60431 -1.29038 -0.501
H -3.09060 3.21449 -1.95710 0.248
H -4.74602 2.85606 -1.46869 0.244
C -3.33187 2.75244 0.18925 -0.307
H -3.92435 3.52031 0.68889 0.246
C -3.62739 1.35090 0.74166 -0.207
H -2.97842 1.07921 1.57837 0.219
H -4.67150 1.28614 1.07224 0.201
C -1.86325 3.14972 0.36356 0.688
O -1.54084 4.20958 0.84914 -0.596
N -0.99580 2.19748 -0.07597 -0.639
C 0.39954 2.20480 -0.06280 0.217
C 1.16379 3.31203 0.29591 -0.224
C 2.54430 3.23567 0.26764 -0.198
C 3.21189 2.07320 -0.10799 0.017
C 2.42796 0.97838 -0.45160 -0.329
C 1.05079 1.03099 -0.43640 -0.232
H 0.50348 0.14430 -0.72125 0.245
S 3.16946 -0.57416 -0.95146 2.306
O 2.11996 -1.53564 -1.15941 -0.949
O 4.09516 -0.35922 -2.02511 -0.939
N 4.07107 -0.97060 0.42895 -0.662
C 5.12577 -1.92362 0.15799 -0.429
H 5.84165 -1.90863 0.98028 0.205
H 4.73914 -2.94104 0.03066 0.185
H 5.61583 -1.61141 -0.76073 0.239
C 3.20004 -1.34481 1.51819 -0.429
H 2.65779 -2.27320 1.30513 0.197
H 2.47860 -0.54328 1.66742 0.216
H 3.79241 -1.46891 2.42413 0.209
C 4.70128 1.99503 -0.13544 -0.652
H 5.14064 2.98733 -0.07320 0.215
H 5.05786 1.39530 0.70066 0.234
H 5.02676 1.50405 -1.04906 0.250
H 3.12103 4.10640 0.54194 0.218
H 0.67099 4.22345 0.59175 0.256
H -1.38921 1.34441 -0.45120 0.409
H -4.23934 -1.08705 1.59135 0.212
H -3.65165 -3.43218 1.93517 0.211
H -2.27433 -5.33370 1.40397 0.214
H -2.68170 -5.64448 -0.28429 0.222
H -1.03490 -5.19642 0.14547 0.221
```


# 3
ORCA calculation (wB97M-V/def2-TZVPD) on a gas-phase ion, CH4NO (charge +1).

Computed properties:
Frontier orbital gap: 10.256 eV
Net charge: +1
E: -4626.720 eV
Relative energy (zero: lowest compared OMol25 entry of this formula, charge and spin): 110.6 kcal per mole
Lowest unoccupied orbital energy: -8.8676 eV

```
7
Properties=species:S:1:pos:R:3:nbo_charge:R:1
C 0.59452 -0.42605 0.41458 -0.298
N -0.93113 0.47034 -0.96305 0.159
O -0.51425 0.42382 0.23214 -0.049
H 1.59646 0.42110 0.60325 0.307
H 0.30783 -1.07109 1.25530 0.264
H 0.62093 -1.02795 -0.46218 0.236
H -1.67436 1.20983 -1.08004 0.382
```


# 4
ORCA calculation (wB97M-V/def2-TZVPD) on 2 unconnected molecules or ions with the total composition C9H13N2OS.

Computed properties:
Frontier orbital gap (spin up / spin down): 6.527 / 6.533 eV
Net charge: +1
E: -25396.787 eV
Relative energy (zero: lowest compared OMol25 entry of this formula, charge and spin): 58.0 kcal per mole
Lowest unoccupied orbital energy (spin up / spin down): -6.0845 / -6.0796 eV

```
26
Properties=species:S:1:pos:R:3:nbo_charge:R:1
C -0.96389 1.32091 -3.36296 -0.184
C 0.38810 0.92426 -3.57946 -0.062
C -1.31254 1.53455 -2.03715 -0.173
C 1.25271 0.80178 -2.46958 -0.268
C -0.50390 1.47380 -0.96379 0.132
C 0.89489 0.94605 -1.18150 -0.189
C 0.34814 1.72794 1.10266 -0.195
C -0.18704 0.70707 2.20542 -0.400
C -0.12874 -0.80579 1.56986 -0.114
N -0.68297 1.94167 0.25986 -0.231
N -0.35267 -3.69181 2.27020 -1.094
O 1.15709 -1.22068 1.28361 -0.731
S 1.82597 1.06320 0.18024 0.628
H -1.76694 1.62810 -4.05094 0.262
H 0.83597 0.79982 -4.61682 0.258
H -2.39708 1.69341 -1.99794 0.254
H 2.29542 0.43552 -2.68198 0.247
H -1.24533 0.98192 2.40828 0.253
H 0.42296 1.00367 2.99247 0.228
H 0.81432 2.76169 1.40456 0.304
H -0.72526 -0.82707 0.69531 0.177
H -0.49559 -1.68315 2.17778 0.275
H 0.34703 -3.84615 1.57463 0.367
H -0.16039 -4.40287 2.92110 0.375
H -1.36197 -3.77787 1.83317 0.382
H 1.70169 -1.48998 2.06296 0.498
```


# 5
ORCA calculation (wB97M-V/def2-TZVPD) on 3 unconnected molecules or ions with the total composition C17H34BN2O7S.

Computed properties:
Frontier orbital gap: 5.840 eV
Net charge: -1
E: -47007.577 eV
Relative energy (zero: lowest compared OMol25 entry of this formula, charge and spin): 0.0 kcal per mole
Lowest unoccupied orbital energy: 2.0286 eV

```
62
Properties=species:S:1:pos:R:3:nbo_charge:R:1
C 5.84858 0.69672 -0.80407 -0.610
C 4.89608 1.83267 -0.37232 -0.386
C 3.75139 2.04552 -1.36531 -0.659
B 2.42480 1.03969 -1.31719 0.398
N 2.20940 0.36517 -2.71947 -1.104
S 2.70042 -0.50484 -0.11271 -0.411
C 1.08917 1.91791 -0.88059 -0.661
C -0.15945 1.08818 -0.55907 -0.389
C -1.49576 1.82646 -0.75737 -0.395
C -2.68007 0.86498 -0.85004 -0.217
N -3.94890 1.56751 -0.49738 -0.681
C -5.13269 0.97066 -1.01571 0.711
C -5.30408 -0.53478 -0.95198 -0.744
O -6.02775 1.65084 -1.46293 -0.546
H 6.20460 0.11361 0.05371 0.188
H 6.71538 1.09006 -1.34811 0.177
H 5.32243 -0.01085 -1.45593 0.219
H 4.52709 1.63894 0.63784 0.198
H 5.49219 2.75874 -0.29119 0.164
H 4.17803 1.98054 -2.37896 0.194
H 3.38426 3.07978 -1.25238 0.191
H 1.55875 0.91455 -3.27408 0.340
H 1.79484 -0.55720 -2.63718 0.352
H 2.15618 -0.09991 1.04080 0.101
H 0.84343 2.59098 -1.71933 0.181
H 1.31363 2.57096 -0.02580 0.205
H -0.12510 0.74430 0.48356 0.183
H -0.16791 0.18690 -1.19543 0.195
H -1.67885 2.52496 0.06877 0.189
H -1.43866 2.42003 -1.67905 0.198
H -2.49745 0.00510 -0.18557 0.168
H -2.77340 0.47880 -1.87110 0.194
H -4.02528 1.52486 0.51721 0.369
H -6.04108 -0.76451 -0.17204 0.227
H -5.70068 -0.88119 -1.91190 0.237
H -4.38221 -1.07878 -0.74216 0.224
C -5.21231 -6.55291 -1.34065 -0.626
C -4.67613 -5.14344 -1.36001 0.065
C -5.42995 -4.17200 -2.24931 -0.093
O -4.40490 -3.27108 -2.66184 -0.498
C -3.21005 -3.92018 -2.59818 0.966
O -2.19526 -3.51646 -3.04707 -0.542
O -3.36828 -5.10374 -1.94908 -0.499
H -6.28311 -6.54308 -1.13200 0.215
H -5.04500 -7.02714 -2.30782 0.223
H -4.71899 -7.15185 -0.57690 0.226
H -4.59091 -4.74269 -0.34562 0.182
H -6.21238 -3.61973 -1.73384 0.203
H -5.84640 -4.66843 -3.13042 0.179
C 4.76840 0.99469 4.80257 -0.628
C 4.22671 2.37631 4.53051 0.068
C 2.86644 2.67502 5.13180 -0.093
O 2.30370 3.58836 4.19008 -0.505
C 2.89684 3.36682 2.98001 0.968
O 2.53640 3.82855 1.95345 -0.543
O 3.95477 2.53804 3.13458 -0.484
H 4.73383 0.78095 5.87256 0.206
H 4.17241 0.25374 4.26960 0.237
H 5.79924 0.90359 4.46466 0.228
H 4.94975 3.14639 4.81790 0.174
H 2.91232 3.14411 6.11198 0.192
H 2.24153 1.77880 5.17748 0.181
```